No. 1
This record from OMol25 describes a structure of composition C64H66BrN8O2S4Si2Ti in a non-equilibrium geometry. The level of theory is wB97M-V/def2-TZVPD.

Structure (ORCA input):
```
! wB97M-V def2-TZVPD RIJCOSX def2/J DEFGRID3
* xyz 1 1
Br 3.675 -1.163 -3.222
Ti -0.037 -0.456 0.685
S -1.430 1.033 3.252
S -1.191 -0.471 5.636
S 0.469 -2.063 2.979
S -3.301 2.213 -0.501
Si -1.288 -1.138 -1.471
Si 0.911 -3.681 0.321
O -0.687 4.680 -0.186
O 1.108 0.874 0.326
N 0.102 -1.111 5.444
N -2.060 0.233 4.433
N -1.263 0.299 1.942
N 1.735 1.102 -2.295
N -5.851 1.888 0.141
N 1.229 2.167 -1.659
N 0.554 -2.216 1.307
N -4.395 0.363 1.036
C -0.005 0.945 7.617
C -0.134 -3.960 -4.216
C 2.375 1.377 -3.364
C 2.748 -2.118 4.379
C -4.584 1.460 0.266
C 2.452 3.238 1.086
C -4.681 -2.499 6.322
C 4.110 -4.049 4.808
C 0.049 1.853 3.844
C -3.065 -1.705 -1.174
C -3.028 -3.173 7.934
C -2.017 -4.746 4.748
C -0.028 -5.188 0.943
C 2.091 -4.283 3.522
C -0.929 -3.120 3.378
C -0.910 -3.954 4.486
C 0.705 2.079 -0.291
C -3.859 2.292 3.525
C -2.244 1.681 7.070
C 3.437 0.515 -5.434
C 1.413 3.211 -7.152
C 2.417 1.865 4.178
C 3.090 0.378 -4.152
C -2.148 2.675 8.029
C 0.083 1.945 8.577
C -4.286 4.490 2.640
C 2.286 2.933 5.051
C -0.404 -2.651 -2.177
C -2.500 -1.519 6.282
C 3.878 -2.688 4.944
C -0.093 2.926 4.719
C 2.979 4.347 1.720
C 1.753 2.183 -6.285
C -2.117 -2.299 7.366
C -2.558 2.390 3.057
C -6.231 3.001 -0.710
C 3.219 -4.844 4.100
C 1.033 3.471 5.312
C 3.022 1.604 -6.334
C -0.647 -2.866 -3.540
C 0.888 -4.684 -2.181
C 2.263 5.539 1.714
C 0.393 -3.571 -1.483
C 1.040 5.616 1.075
C 0.636 -4.882 -3.526
C -1.356 0.159 -2.835
C 3.585 3.082 -8.163
C -2.044 -3.034 2.561
C -3.136 -4.682 3.929
C -3.151 -3.821 2.842
C 2.330 3.670 -8.085
C -4.311 -3.274 7.410
C 0.516 4.497 0.433
C -0.983 2.808 8.780
C 1.217 3.290 0.446
C -4.726 3.353 3.304
C -2.978 4.575 2.183
C 1.870 -2.920 3.663
C 2.773 -3.857 0.321
C 3.923 2.052 -7.301
C -3.776 -1.612 5.753
C -1.164 0.832 6.871
C -2.110 3.515 2.383
C 1.296 1.325 3.566
H -4.967 5.316 2.481
H -1.080 3.848 -0.479
H -5.745 3.296 3.666
H 0.813 0.264 7.415
H 4.300 3.422 -8.901
H 3.164 3.357 5.522
H 1.495 -5.425 -1.670
H 3.101 -4.542 -0.461
H -3.334 -2.323 -2.036
H 1.042 -5.747 -4.033
H -0.053 -3.970 5.144
H -6.587 1.301 0.498
H -0.275 -5.230 2.002
H -0.969 -5.240 0.391
H 4.567 -2.071 5.504
H -1.089 3.571 2.031
H 1.011 1.799 -5.595
H -2.979 3.348 8.195
H 1.399 -4.911 2.983
H -2.632 5.451 1.653
H -1.253 -2.158 -4.094
H 2.529 -1.068 4.512
H 0.985 2.050 9.166
H -5.680 -2.581 5.914
H -7.311 3.116 -0.654
H -0.913 3.586 9.528
H 3.394 1.455 3.958
H -1.456 1.172 -2.449
H -2.056 -2.383 1.697
H -5.022 -3.961 7.851
H -5.934 2.824 -1.744
H -2.235 -0.036 -3.456
H -2.007 -5.406 5.605
H 4.101 -0.226 -5.862
H -4.175 1.411 4.066
H 3.200 -4.196 1.263
H -0.463 0.114 -3.456
H -5.120 0.043 1.657
H 0.926 4.309 5.987
H 0.474 6.538 1.051
H -0.399 2.076 -0.303
H -5.751 3.918 -0.370
H -2.739 -3.778 8.784
H -0.336 -4.092 -5.271
H 3.941 4.289 2.211
H -3.739 -0.853 -1.131
H 4.984 -4.495 5.263
H -3.998 -5.300 4.143
H -1.106 -2.222 7.750
H -3.438 0.136 1.269
H 3.204 -2.878 0.096
H 2.063 4.472 -8.761
H -3.140 1.573 6.472
H 0.422 3.644 -7.106
H -1.069 3.333 4.945
H 2.662 6.416 2.206
H 0.545 -6.085 0.693
H -3.217 -2.312 -0.279
H 1.414 0.509 2.871
H 3.399 -5.905 3.992
H -4.019 -3.767 2.198
H 4.902 1.592 -7.368
H 2.995 2.301 1.074
H 1.641 3.064 -1.889
H 2.444 2.401 -3.736
H -4.049 -1.009 4.899
*
```

Electronic energy = -235701.734 eV
Kohn-Sham gap = 7.23 eV

No. 2
This record from OMol25 describes the molecule C3H2N2S2 in a non-equilibrium geometry. The level of theory is wB97M-V/def2-TZVPD.

Structure (ORCA input):
```
! wB97M-V def2-TZVPD RIJCOSX def2/J DEFGRID3
* xyz 0 1
S 1.930 0.246 0.046
S -2.147 0.097 1.139
N 0.336 0.697 1.912
N 1.534 0.733 1.599
C 0.268 -0.086 -0.355
C -0.290 -0.534 -1.470
C -0.541 0.272 0.991
H 0.266 -0.768 -2.358
H -1.358 -0.656 -1.503
*
```

SMILES = C=C1SN=NC1=S
Electronic energy = -27791.315 eV
Kohn-Sham gap = 7.17 eV

No. 3
This record from OMol25 describes a structure of composition C29H55BN8O7P2SSn. The level of theory is wB97M-V/def2-TZVPD.

Structure (ORCA input):
```
! wB97M-V def2-TZVPD RIJCOSX def2/J DEFGRID3
* xyz 0 1
Sn -1.852 0.020 1.204
S 0.277 -0.170 -1.174
P -2.046 -3.086 -0.256
P -2.019 -3.377 2.662
O -2.195 -1.905 2.788
O -0.595 -2.721 0.451
O -2.799 -4.143 3.812
O -4.072 -3.912 1.247
O -1.854 -3.772 -1.537
O -0.549 -3.855 2.995
O -2.888 -1.834 -0.186
N -2.416 1.904 2.665
N 0.621 1.956 1.625
N -2.082 2.155 -0.203
N 0.411 0.746 2.157
N 1.528 0.891 -3.166
N 2.216 -1.287 -2.473
N -1.105 3.005 0.136
N -1.530 2.907 2.591
C 1.914 2.096 1.314
C -2.937 3.415 4.214
C 2.533 1.338 -4.106
C 4.410 3.332 -2.541
C -1.827 3.830 3.514
C -1.712 3.534 -1.915
C 2.437 -2.236 2.051
C 5.737 -1.993 -3.803
C 1.589 0.120 2.214
C 3.230 -1.700 -3.419
C -3.594 1.777 -2.152
C -2.326 -5.575 1.009
C -4.425 1.309 4.032
C -3.279 2.188 3.638
C 2.524 2.864 -4.194
C -2.476 2.464 -1.435
C 4.637 -1.580 -2.823
C 2.536 -0.963 4.216
C 2.944 3.551 -2.893
C 1.742 -1.189 2.924
C -3.027 0.831 -3.212
C 2.580 0.943 1.671
C -2.675 -4.114 1.125
C -3.985 0.358 5.151
C -0.862 3.843 -0.877
C -4.978 0.512 2.855
C 1.451 -0.191 -2.381
C 5.686 -3.462 -4.205
C -4.505 1.013 -1.199
B -0.453 3.051 1.520
H -3.972 0.154 -0.782
H 4.811 -0.545 -2.518
H -2.716 -5.965 0.072
H -4.828 1.661 -0.385
H -3.437 3.914 5.021
H 2.586 -1.883 4.797
H -0.114 4.607 -0.797
H -3.708 -4.290 3.539
H 4.683 3.937 -1.681
H -5.924 0.051 3.128
H 5.668 -1.374 -4.700
H 1.519 3.195 -4.470
H -5.133 1.159 1.991
H -4.177 2.562 -2.656
H -3.220 -0.315 4.771
H 2.331 0.926 -5.102
H 3.549 -0.635 3.994
H -2.445 0.050 -2.726
H 3.035 -2.744 -3.675
H 1.909 -2.374 1.112
H 4.605 2.295 -2.285
H -2.743 -6.139 1.841
H -3.581 0.918 5.994
H 5.051 3.611 -3.373
H -1.245 4.721 3.625
H 3.203 3.162 -4.996
H 6.703 -1.790 -3.333
H 2.486 -3.190 2.571
H 0.811 1.572 -2.951
H -5.210 1.969 4.425
H -3.838 0.364 -3.766
H -4.271 -0.277 2.582
H 3.453 -1.919 1.829
H -1.785 4.024 -2.866
H 3.520 1.001 -3.786
H 3.151 -1.111 -4.330
H 5.680 -4.101 -3.326
H -1.243 -5.677 1.012
H 2.766 4.623 -2.999
H 0.073 -3.397 2.420
H 0.091 4.101 1.646
H -4.269 -3.103 0.744
H 2.048 -0.200 4.819
H -4.837 -0.226 5.495
H -5.380 0.651 -1.734
H 2.318 3.195 -2.073
H 4.804 -3.685 -4.799
H -2.390 1.371 -3.910
H 3.625 0.737 1.565
H 6.559 -3.711 -4.803
H 0.732 -1.518 3.192
H 4.700 -2.198 -1.926
H 1.971 -1.981 -1.779
H 2.283 2.996 0.861
H -0.194 -2.064 -0.149
*
```

Electronic energy = -93149.856 eV
Kohn-Sham gap = 8.61 eV

No. 4
This record from OMol25 describes a cluster of 2 separate species, C3H8OS in total in a non-equilibrium geometry. The level of theory is wB97M-V/def2-TZVPD.

Structure (ORCA input):
```
! wB97M-V def2-TZVPD RIJCOSX def2/J DEFGRID3
* xyz 0 1
S 1.218 -1.106 0.375
O -2.005 -1.126 -0.374
C -1.663 -0.308 0.669
C -1.590 1.009 0.553
C 1.955 0.178 -0.680
H 1.344 1.064 -0.491
H 1.906 -0.128 -1.720
H 2.337 -1.787 0.665
H 2.960 0.475 -0.382
H -1.520 -0.906 1.553
H -2.078 -0.557 -1.151
H -1.396 1.679 1.381
H -1.471 1.512 -0.400
*
```

SMILES = C=CO.CS
Electronic energy = -16122.100 eV
Kohn-Sham gap = 9.61 eV

No. 5
This record from OMol25 describes a cluster of 2 separate species, C4H7F2NO2 in total in a non-equilibrium geometry. The level of theory is wB97M-V/def2-TZVPD.

Structure (ORCA input):
```
! wB97M-V def2-TZVPD RIJCOSX def2/J DEFGRID3
* xyz 0 1
F -1.012 0.080 -1.539
F 0.541 -1.268 -0.724
O 1.956 0.281 -2.833
O 1.042 -1.748 -3.240
N -0.594 0.274 0.710
C -0.934 -0.177 1.954
C -0.665 -0.595 -0.402
C 1.518 -0.739 -3.006
C 0.503 1.298 0.590
H 0.667 1.564 -0.524
H 0.077 2.102 1.109
H -0.144 -0.709 2.391
H 1.486 1.048 0.962
H -1.870 -0.686 2.010
H -1.464 -1.371 -0.105
H -1.106 0.648 2.646
*
```

SMILES = CN(C)C(F)F.O=C=O
Electronic energy = -15281.596 eV
Kohn-Sham gap = 10.31 eV

No. 6
This record from OMol25 describes the molecule C9H12N2S in a non-equilibrium geometry. The level of theory is wB97M-V/def2-TZVPD.

Structure (ORCA input):
```
! wB97M-V def2-TZVPD RIJCOSX def2/J DEFGRID3
* xyz 0 1
S 3.517 0.136 0.710
N 2.493 -1.468 -1.233
N -1.585 1.131 0.037
C -2.519 -0.927 0.905
C -1.371 -0.142 0.336
C 0.707 1.380 -0.573
C 2.283 -0.557 -0.412
C 0.940 0.039 -0.272
C -4.256 -0.410 -0.852
C -0.120 -0.736 0.173
C -0.584 1.863 -0.418
C -3.886 -0.304 0.622
H -5.232 0.032 -1.039
H -3.862 0.745 0.914
H -0.832 2.890 -0.655
H -2.366 -0.985 1.987
H -4.637 -0.819 1.230
H -2.484 -1.944 0.512
H 2.691 0.948 1.370
H -3.516 0.109 -1.456
H 1.506 2.011 -0.929
H 3.430 -1.853 -1.301
H 0.040 -1.778 0.403
H -4.290 -1.453 -1.160
*
```

SMILES = [H]/N=C(\S)c1ccnc(CCC)c1
Electronic energy = -23342.970 eV
Kohn-Sham gap = 10.15 eV

No. 7
This record from OMol25 describes the molecule C4H6N2 in a non-equilibrium geometry. The level of theory is wB97M-V/def2-TZVPD.

Structure (ORCA input):
```
! wB97M-V def2-TZVPD RIJCOSX def2/J DEFGRID3
* xyz 0 1
N -1.863 -1.605 -1.134
N -0.834 0.847 1.161
C 1.130 -0.666 0.357
C -0.222 -0.029 0.204
C -1.144 -0.934 -0.522
C 0.725 0.579 -0.736
H 1.147 -1.684 -0.017
H -0.862 0.456 2.091
H 0.563 0.570 -1.799
H -1.775 1.080 0.854
H 1.157 1.483 -0.298
H 1.975 -0.097 -0.161
*
```

SMILES = N#CC1(N)CC1
Electronic energy = -7221.467 eV
Kohn-Sham gap = 10.29 eV

No. 8
This record from OMol25 describes a structure of composition C32H27F9MoNO2PSe in a non-equilibrium geometry. The level of theory is wB97M-V/def2-TZVPD.

Structure (ORCA input):
```
! wB97M-V def2-TZVPD RIJCOSX def2/J DEFGRID3
* xyz 2 3
Mo -0.607 -0.710 0.969
Se -2.066 1.027 0.698
P 1.480 -1.064 -0.156
F 0.875 -3.149 3.662
F -0.962 -3.169 4.807
F -2.489 -0.919 3.051
F 1.857 -1.186 4.949
F 0.157 -0.639 6.154
F -1.567 0.878 3.753
F 0.959 0.744 4.701
F -2.249 -0.606 5.167
F -0.994 -2.959 2.651
O 0.229 -0.686 2.626
O -2.682 -1.687 -0.687
N -1.327 -1.936 -0.469
C -3.809 4.505 -1.934
C -0.332 -2.619 3.799
C 4.266 -0.829 0.366
C 0.469 -3.525 -0.999
C 5.107 0.522 2.168
C 0.306 0.158 -2.383
C 2.647 -0.372 -2.593
C 1.840 -5.500 -1.357
C 2.658 0.201 -3.851
C 1.593 -2.864 -0.428
C -2.668 2.397 -0.533
C -0.377 3.473 -0.683
C 1.472 -0.387 -1.845
C 2.759 -3.589 -0.220
C -4.578 3.406 -1.547
C 5.326 -0.360 1.121
C -4.443 5.693 -2.564
C -1.662 -0.429 4.014
C -0.863 -3.014 -1.044
C -1.844 3.442 -0.970
C 2.758 0.514 1.683
C 0.327 0.723 -3.645
C -2.437 4.474 -1.681
C -0.254 -1.072 3.835
C 0.644 -4.830 -1.501
C 3.823 0.974 2.434
C 0.701 -0.539 4.955
C 2.962 -0.430 0.672
C 1.503 0.755 -4.376
C 2.881 -4.898 -0.666
C -4.883 1.190 -0.426
C -4.038 2.350 -0.839
H 4.474 -1.485 -0.467
H 3.574 0.221 -4.419
H -0.576 1.148 -4.053
H -3.134 -2.474 -1.064
H -1.816 5.292 -2.021
H -4.324 6.560 -1.912
H -0.171 4.154 0.142
H 6.326 -0.696 0.893
H -5.503 5.532 -2.736
H -5.630 3.388 -1.780
H 3.801 -5.435 -0.491
H 1.952 -6.499 -1.749
H -0.184 -5.325 -1.987
H -4.982 1.152 0.660
H 3.556 -0.796 -2.194
H 0.174 3.829 -1.551
H -4.431 0.253 -0.759
H 1.758 0.907 1.863
H -0.005 2.478 -0.415
H -5.878 1.265 -0.851
H 3.588 -3.143 0.307
H 3.654 1.676 3.234
H -0.619 0.151 -1.806
H 1.525 1.217 -5.350
H -1.579 -3.635 -1.586
H -3.957 5.941 -3.507
H 5.937 0.867 2.763
*
```

Electronic energy = -140139.518 eV
Kohn-Sham gap (alpha / beta) = 5.56 / 5.96 eV

No. 9
This record from OMol25 describes a cluster of 4 separate species, C2H14N2O3 in total in a non-equilibrium geometry. The level of theory is wB97M-V/def2-TZVPD.

Structure (ORCA input):
```
! wB97M-V def2-TZVPD RIJCOSX def2/J DEFGRID3
* xyz 1 2
O 2.164 0.102 -3.599
O 0.637 2.748 0.412
O -2.785 -2.549 -0.119
N -0.676 0.276 0.654
N 1.523 -0.244 -0.128
C 0.581 -0.333 0.950
C -1.747 0.005 1.634
H 0.309 -1.412 0.860
H -1.487 0.449 2.602
H -1.782 -1.041 1.860
H 0.343 3.634 0.155
H -2.298 -1.764 0.154
H -2.189 -3.292 0.040
H 2.184 0.934 -4.082
H 2.702 -0.505 -4.121
H 0.884 2.378 -0.448
H 1.014 -0.062 1.916
H -2.691 0.278 1.198
H -0.489 1.276 0.763
H 2.439 0.079 0.117
H 1.363 -0.959 -0.818
*
```

Electronic energy = -11414.254 eV
Kohn-Sham gap (alpha / beta) = 11.69 / 5.89 eV